<1>
DFT (ωB97M-V with the def2-TZVPD basis set) results for an isolated molecule of C22H28N6O2.

CARTESIAN COORDINATES (ANGSTROEM)
C  -5.853  -1.199  1.030
N  -5.027  -0.126  0.560
C  -4.224  0.675  1.287
C  -3.648  1.578  0.417
C  -4.173  1.218  -0.835
N  -4.999  0.195  -0.729
H  -3.989  1.667  -1.791
C  -2.692  2.682  0.749
N  -1.292  2.420  0.468
C  -0.938  2.385  -0.935
C  0.575  2.549  -1.063
H  0.870  2.547  -2.113
H  0.878  3.498  -0.622
C  1.288  1.424  -0.318
N  2.717  1.647  -0.316
C  3.699  0.724  -0.142
C  4.891  1.409  -0.031
C  4.520  2.754  -0.139
N  3.220  2.884  -0.304
H  5.148  3.622  -0.109
H  5.863  0.989  0.118
N  3.414  -0.633  -0.128
C  4.143  -1.596  0.494
O  5.166  -1.398  1.104
C  3.531  -2.988  0.330
C  2.023  -3.042  0.572
O  1.373  -2.434  -0.531
C  0.006  -2.362  -0.563
C  -0.532  -1.737  -1.687
C  -1.899  -1.626  -1.831
C  -2.747  -2.137  -0.860
C  -2.211  -2.739  0.262
C  -0.839  -2.853  0.422
H  -0.445  -3.331  1.306
H  -2.859  -3.137  1.029
H  -3.814  -2.059  -0.991
H  -2.311  -1.143  -2.703
H  0.140  -1.361  -2.444
H  1.766  -2.516  1.502
H  1.702  -4.088  0.659
H  3.736  -3.333  -0.686
H  4.036  -3.654  1.029
H  2.553  -0.926  -0.575
C  0.776  1.359  1.126
C  -0.747  1.269  1.152
H  -1.075  0.318  0.690
H  -1.096  1.280  2.187
H  1.086  2.270  1.638
H  1.213  0.502  1.644
H  1.077  0.472  -0.822
H  -1.254  1.441  -1.416
H  -1.436  3.213  -1.443
H  -2.969  3.584  0.195
H  -2.767  2.904  1.819
H  -4.126  0.562  2.349
H  -6.566  -0.838  1.774
H  -5.246  -1.989  1.476
H  -6.397  -1.599  0.177

Results
- Kohn-Sham gap: 8.8711 eV
- M: 408.5 u
- SMILES string: Cn1cc(CN2CCC(n3nccc3NC(=O)CCOc3ccccc3)CC2)cn1
- E_HOMO: -0.30570 Ha

Charges per atom according to Mulliken partitioning, unit e: atom 1 (C): -0.920, atom 2 (N): 0.726, atom 3 (C): -0.982, atom 4 (C): 1.337, atom 5 (C): -0.704, atom 6 (N): -0.901, atom 7 (H): 0.566, atom 8 (C): -1.635, atom 9 (N): 0.133, atom 10 (C): -0.173, atom 11 (C): -1.111, atom 12 (H): 0.392, atom 13 (H): 0.344, atom 14 (C): 0.554, atom 15 (N): 1.157, atom 16 (C): 0.526, atom 17 (C): -0.733, atom 18 (C): -0.435, atom 19 (N): -1.409, atom 20 (H): 0.461, atom 21 (H): 0.444, atom 22 (N): 0.047, atom 23 (C): 0.613, atom 24 (O): -0.625, atom 25 (C): -1.039, atom 26 (C): -0.669, atom 27 (O): -0.439, atom 28 (C): 0.747, atom 29 (C): -0.199, atom 30 (C): -0.488, atom 31 (C): -0.663, atom 32 (C): -0.754, atom 33 (C): -0.465, atom 34 (H): 0.418, atom 35 (H): 0.350, atom 36 (H): 0.585, atom 37 (H): 0.404, atom 38 (H): 0.401, atom 39 (H): 0.415, atom 40 (H): 0.507, atom 41 (H): 0.314, atom 42 (H): 0.383, atom 43 (H): 0.147, atom 44 (C): -0.827, atom 45 (C): -0.131, atom 46 (H): -0.042, atom 47 (H): 0.506, atom 48 (H): 0.299, atom 49 (H): 0.314, atom 50 (H): -0.643, atom 51 (H): 0.016, atom 52 (H): 0.529, atom 53 (H): 0.450, atom 54 (H): 0.459, atom 55 (H): 0.468, atom 56 (H): 0.381, atom 57 (H): 0.283, atom 58 (H): 0.311



<2>
DFT (ωB97M-V with the def2-TZVPD basis set) results for an isolated molecule of C22H28N6O2.

CARTESIAN COORDINATES (ANGSTROEM)
C  -0.012  3.339  -1.830
C  -0.160  2.515  -0.594
N  -1.310  2.525  -0.010
N  -1.555  1.811  1.094
C  -0.681  0.959  1.735
O  -1.027  0.319  2.718
C  0.625  0.949  1.111
N  1.696  0.265  1.480
N  2.641  0.563  0.591
C  2.230  1.448  -0.354
C  0.900  1.725  -0.051
C  3.112  2.009  -1.408
H  2.994  1.468  -2.348
H  2.851  3.050  -1.588
H  4.156  1.956  -1.105
C  3.904  -0.039  0.737
C  4.597  -0.541  -0.358
C  5.833  -1.133  -0.168
C  6.371  -1.238  1.104
C  5.662  -0.763  2.196
C  4.430  -0.165  2.018
H  3.856  0.201  2.855
H  6.072  -0.858  3.190
H  7.336  -1.701  1.244
H  6.373  -1.522  -1.018
H  4.164  -0.495  -1.345
C  -2.877  2.028  1.652
H  -2.784  2.068  2.742
H  -3.241  2.979  1.262
C  -3.911  0.941  1.297
O  -4.923  1.203  0.680
N  -3.612  -0.262  1.800
C  -4.476  -1.402  1.608
C  -4.428  -1.960  0.184
H  -5.157  -2.769  0.108
H  -4.729  -1.165  -0.498
C  -3.053  -2.504  -0.204
N  -2.070  -1.456  -0.407
C  -0.695  -1.965  -0.424
C  -0.004  -1.352  -1.645
H  0.465  -0.404  -1.382
H  0.757  -2.014  -2.057
C  -1.166  -1.099  -2.598
H  -1.447  -2.024  -3.106
H  -0.952  -0.339  -3.348
C  -2.269  -0.674  -1.626
H  -3.265  -0.827  -2.039
H  -2.165  0.389  -1.381
H  -0.688  -3.060  -0.508
H  -0.194  -1.696  0.511
H  -3.162  -3.137  -1.105
H  -2.690  -3.140  0.609
H  -4.185  -2.169  2.328
H  -5.503  -1.084  1.816
H  -2.707  -0.393  2.241
H  0.366  2.731  -2.649
H  0.685  4.159  -1.659
H  -0.980  3.751  -2.099

Results
- Kohn-Sham gap: 8.0774 eV
- M: 408.5 u
- SMILES string: Cc1nn(CC(=O)NCCCN2CCCC2)c(=O)c2nn(-c3ccccc3)c(C)c12
- E_HOMO: -0.28879 Ha

Charges per atom according to Mulliken partitioning, unit e: atom 1 (C): -1.602, atom 2 (C): 0.657, atom 3 (N): -1.119, atom 4 (N): 1.060, atom 5 (C): 0.453, atom 6 (O): -0.777, atom 7 (C): 0.001, atom 8 (N): -1.051, atom 9 (N): 0.982, atom 10 (C): 0.097, atom 11 (C): 1.178, atom 12 (C): -2.080, atom 13 (H): 0.325, atom 14 (H): 0.444, atom 15 (H): 0.489, atom 16 (C): 0.264, atom 17 (C): -0.140, atom 18 (C): -0.780, atom 19 (C): -0.408, atom 20 (C): -0.668, atom 21 (C): -0.332, atom 22 (H): 0.473, atom 23 (H): 0.375, atom 24 (H): 0.395, atom 25 (H): 0.373, atom 26 (H): 0.416, atom 27 (C): -1.100, atom 28 (H): 0.384, atom 29 (H): 0.373, atom 30 (C): 0.674, atom 31 (O): -0.694, atom 32 (N): 0.090, atom 33 (C): -1.099, atom 34 (C): -0.582, atom 35 (H): 0.416, atom 36 (H): 0.314, atom 37 (C): -0.967, atom 38 (N): 0.626, atom 39 (C): -1.259, atom 40 (C): 0.517, atom 41 (H): -0.625, atom 42 (H): 0.479, atom 43 (C): -0.942, atom 44 (H): 0.320, atom 45 (H): 0.410, atom 46 (C): -0.724, atom 47 (H): 0.518, atom 48 (H): -0.052, atom 49 (H): 0.457, atom 50 (H): 0.331, atom 51 (H): 0.312, atom 52 (H): 0.618, atom 53 (H): 0.450, atom 54 (H): 0.377, atom 55 (H): 0.295, atom 56 (H): 0.347, atom 57 (H): 0.323, atom 58 (H): 0.387



Energy ordering: <2> at the bottom, the next structure 0.0208 hartree above.



<1>
DFT (ωB97M-V with the def2-TZVPD basis set) results for an isolated molecule of C3H6N4S.

CARTESIAN COORDINATES (ANGSTROEM)
C  1.076  -1.312  -1.647
C  2.242  -0.782  -0.946
C  -2.639  0.871  0.544
N  -0.082  -1.682  -0.970
N  2.385  -1.990  -1.225
N  -0.802  -0.668  -0.872
N  2.684  0.257  -0.250
S  -2.316  -0.895  0.032
H  0.950  -1.162  -2.694
H  -2.727  1.576  -0.323
H  -1.807  1.130  1.334
H  -3.590  0.843  0.916
H  2.025  0.962  0.006
H  3.210  0.105  0.582

Results
- Kohn-Sham gap: 9.4952 eV
- M: 130.2 u
- SMILES string: CS/N=N/[C@@H]1N=C1N
- E_HOMO: -0.33223 Ha

Charges per atom according to Mulliken partitioning, unit e: atom 1 (C): 0.055, atom 2 (C): 0.365, atom 3 (C): -0.774, atom 4 (N): -0.335, atom 5 (N): -0.528, atom 6 (N): -0.036, atom 7 (N): -0.487, atom 8 (S): 0.008, atom 9 (H): 0.351, atom 10 (H): 0.275, atom 11 (H): 0.225, atom 12 (H): 0.349, atom 13 (H): 0.270, atom 14 (H): 0.264



<2>
DFT (ωB97M-V with the def2-TZVPD basis set) results for an isolated molecule of C3H6N4S.

CARTESIAN COORDINATES (ANGSTROEM)
C  0.482  -1.230  -0.072
C  -1.379  -0.266  -0.136
C  -0.599  2.030  0.186
N  -0.740  -1.427  0.078
N  0.742  0.087  -0.296
N  -0.438  0.721  -0.420
N  1.439  -2.168  0.062
S  -2.925  0.261  0.005
H  -1.327  2.614  -0.447
H  -0.820  1.773  1.253
H  0.426  2.462  0.230
H  1.725  0.301  -0.506
H  1.070  -3.056  0.351
H  2.345  -2.102  -0.289

Results
- Kohn-Sham gap: 8.0637 eV
- M: 130.2 u
- SMILES string: Cn1[nH]c(N)nc1=S
- E_HOMO: -0.28585 Ha

Charges per atom according to Mulliken partitioning, unit e: atom 1 (C): 0.529, atom 2 (C): 0.191, atom 3 (C): -0.835, atom 4 (N): -0.556, atom 5 (N): -0.243, atom 6 (N): 0.096, atom 7 (N): -0.390, atom 8 (S): -0.398, atom 9 (H): 0.302, atom 10 (H): 0.335, atom 11 (H): 0.320, atom 12 (H): 0.220, atom 13 (H): 0.242, atom 14 (H): 0.187



Energy ordering: <2> at the bottom, the next structure 0.0916 hartree above.